Record 1
{
  "formula": "AlO4P",
  "method": "ωB97M-V with the def2-TZVPD basis set",
  "species": ["Al", "P", "O", "O", "O", "O"],
  "xyz": [[-1.0649, -2.3483, -0.2854], [0.3267, 0.5502, 0.1206], [-0.2935, 0.1670, -1.2640], [1.1816, -0.6958, 0.4985], [-1.0322, 0.3191, 0.8837], [0.8822, 2.0078, 0.0466]],
  "total_energy_ev": -24077.583,
  "gap_ev": [7.005, 6.854],
  "spin_multiplicity": 2,
  "s2": 0.766,
  "total_charge": -1
}

***

Record 2
{
  "formula": "C14H18BN7O2Zn",
  "method": "ωB97M-V with the def2-TZVPD basis set",
  "species": ["H", "N", "B", "N", "C", "Zn", "H", "C", "H", "C", "H", "C", "H", "H", "H", "N", "N", "N", "N", "C", "C", "H", "H", "C", "C", "C", "C", "H", "H", "H", "H", "H", "O", "C", "C", "C", "C", "O", "N", "H", "H", "H", "H"],
  "xyz": [[-0.3639, 2.8243, 0.8209], [0.1369, 1.5738, -0.8042], [0.7557, 0.6824, -3.0931], [0.6513, 1.8341, -2.0607], [0.8727, 3.1541, -2.2089], [-0.5080, -0.5552, -0.2636], [1.2704, 3.5326, -3.1399], [0.4937, 3.7826, -1.0260], [0.5270, 4.8306, -0.8027], [0.0370, 2.7529, -0.1793], [1.1216, 1.0582, -4.1669], [-1.6314, -2.0324, 0.4365], [-2.0169, -2.2509, 1.4360], [-0.6313, -2.5088, 0.4086], [-2.2902, -2.5129, -0.2903], [-0.6708, 0.0736, -3.1224], [1.6684, -0.4056, -2.4851], [-1.2840, -0.3951, -1.9551], [1.3464, -0.9825, -1.2671], [-1.5231, -0.0368, -4.1519], [2.7953, -0.9551, -2.9716], [-1.2176, 0.2898, -5.1372], [3.1889, -0.6239, -3.9222], [-2.7082, -0.5956, -3.6810], [3.2322, -1.9131, -2.0604], [-2.5225, -0.8012, -2.3122], [2.3042, -1.8826, -1.0031], [-3.5917, -0.8295, -4.2470], [4.0916, -2.5475, -2.1434], [-3.2004, -1.2318, -1.5873], [2.3027, -2.4428, -0.0792], [-1.7934, -0.7894, 0.3830], [-1.2241, 1.5052, 2.2651], [-0.3983, 0.6426, 2.5590], [0.1583, 0.4179, 3.9673], [1.0510, -0.7917, 3.8366], [0.9403, -1.1966, 2.3645], [1.4465, -2.2116, 1.8865], [0.1589, -0.2782, 1.6955], [0.7135, 1.3070, 4.2844], [-0.6750, 0.2492, 4.6583], [2.0962, -0.5599, 4.0667], [0.7199, -1.6247, 4.4667]],
  "total_energy_ev": -78431.921,
  "relative_energy_kj_mol": 94.3,
  "gap_ev": 9.010,
  "spin_multiplicity": 1
}

***

Record 3
{
  "formula": "C5H4N",
  "method": "ωB97M-V with the def2-TZVPD basis set",
  "species": ["C", "C", "C", "C", "C", "N", "H", "H", "H", "H"],
  "xyz": [[-2.8812, 0.8106, 0.3132], [-2.1330, -0.1899, -0.3268], [-0.0954, 1.1156, 0.1227], [-1.4542, 1.0541, -0.0077], [0.1763, -0.3309, 0.0616], [-1.0089, -0.9740, 0.0109], [0.5243, 2.0161, -0.1835], [0.5789, -0.7207, -0.9920], [0.9747, -0.5573, 0.7268], [-1.1110, -2.0012, -0.0853]],
  "total_energy_ev": -6723.603,
  "relative_energy_kj_mol": 457.0,
  "gap_ev": [7.048, 7.113],
  "spin_multiplicity": 1,
  "total_charge": 1
}